131
Properties=species:S:1:pos:R:3:mulliken_charge:R:1 method="wB97M-V/def2-TZVPD" lumo_energy_ev=0.36 e_homo_ev=-9.1 smiles=COC[C@H](C)N.COC[C@H](C)N.COC[C@H](C)N.COC[C@H](C)N.COC[C@H](C)N.OCCO.OCCO.OCCO.OCCO.CO spin_multiplicity=1 e_above_lowest_ev=0.420 fmax_ev_per_a=3.3
O 1.08 1.72 2.72 0.023
O 4.22 4.12 3.16 -0.330
O 0.10 0.42 -1.76 0.414
O 0.56 3.81 -5.23 -0.423
O -1.59 -3.17 -4.40 0.049
O -3.49 4.95 -0.78 -0.519
O 1.41 -1.87 -3.70 -0.451
O 0.55 -3.41 0.55 -0.404
O -1.05 3.28 -1.06 -0.366
O -3.33 -0.20 3.03 -0.066
O 1.39 -6.08 0.42 -0.563
O 0.39 -1.13 5.60 -0.275
O -1.43 3.65 4.42 -0.534
O 4.05 -2.65 -4.94 -0.599
N 3.84 1.57 1.75 -0.456
N -0.56 -4.25 -2.12 -0.226
N -3.55 -2.90 2.53 -0.840
N -2.23 3.09 -5.84 -0.774
N 0.97 -1.22 2.85 -0.097
C -0.26 2.07 3.02 0.960
C -1.70 -3.20 -5.80 -0.931
C -2.36 2.82 -0.71 -0.014
C 4.09 2.85 1.05 0.370
C 3.40 -1.49 3.29 -1.410
C -4.41 -0.53 2.19 -1.008
C -0.30 3.50 3.58 -0.921
C -1.45 2.42 -4.74 1.533
C -4.07 -1.89 1.59 2.207
C -5.10 -2.49 0.67 -1.543
C 2.69 -1.75 -3.11 0.274
C 3.70 4.07 1.86 -0.510
C 3.42 2.86 -0.32 -1.440
C 1.70 -0.90 5.16 -1.027
C 3.60 -2.85 -3.61 -0.673
C 5.58 4.48 3.30 -0.777
C -2.00 -4.03 -2.18 0.091
C -3.58 0.88 3.90 -0.759
C -2.34 -4.11 -3.69 -1.124
C 2.00 -1.62 3.88 0.710
C -2.35 -2.65 -1.63 -0.082
C 2.26 -5.03 0.79 -0.857
C 0.14 -0.75 6.92 -0.789
C -3.15 3.85 0.07 -0.717
C 0.18 -0.28 -0.51 0.560
C 0.64 4.49 -3.98 -0.543
C 1.89 -3.70 0.11 -0.075
C 0.04 2.53 -5.17 -0.618
C -1.86 0.98 -4.55 -1.280
H -2.72 1.14 4.50 0.157
H -4.50 0.19 1.37 0.257
H -2.46 4.27 0.82 0.291
H -2.66 -2.83 -6.17 0.320
H 2.62 -2.89 0.12 0.496
H 1.83 0.19 5.02 0.253
H 2.96 -3.75 -3.58 0.297
H -5.19 -1.85 -0.22 0.323
H -1.63 -1.90 -1.95 -0.450
H -3.42 -3.96 -3.85 0.441
H 3.94 4.96 1.25 0.436
H -4.00 5.56 -0.26 0.305
H 0.20 -1.57 3.43 0.181
H -2.27 -2.56 -0.55 -0.311
H -1.49 -4.20 -6.19 0.350
H -5.33 -0.47 2.79 0.476
H -3.37 -2.39 -1.90 0.537
H -0.74 -1.29 7.29 0.268
H 4.49 -3.05 -3.03 0.363
H -0.10 -3.80 -0.05 0.111
H 2.62 4.13 1.99 0.071
H -0.33 4.79 -3.58 0.198
H -3.18 -2.31 3.28 0.328
H 1.20 3.87 -3.28 0.232
H -2.14 -5.13 -4.02 0.494
H -1.81 2.80 -6.72 0.316
H -0.14 0.29 7.14 0.260
H 1.13 0.74 2.72 -0.200
H 1.78 -4.02 -0.93 0.041
H -0.34 4.22 2.76 0.203
H -1.10 4.24 -0.97 0.287
H 1.84 -2.69 4.06 0.557
H -1.68 2.98 -3.83 -0.475
H -1.02 -2.46 -6.22 0.213
H -0.91 2.04 2.14 -0.278
H 0.59 1.89 -4.46 0.245
H 5.82 4.58 4.35 0.272
H 0.96 -1.85 2.05 -0.484
H 4.09 1.80 2.71 0.339
H 5.17 2.88 0.85 0.230
H -1.62 0.54 -3.58 -0.055
H 0.83 0.24 0.21 0.207
H -1.32 0.36 -5.28 0.243
H -4.49 0.72 4.50 0.389
H -0.07 -3.44 -2.49 0.079
H 3.76 -2.48 3.00 0.225
H 1.00 -0.98 7.56 0.330
H 0.58 -1.28 -0.64 -0.292
H -4.01 3.48 0.63 0.469
H 3.36 3.88 -0.74 0.418
H -0.82 -0.31 -0.06 -0.072
H 0.68 3.66 4.05 0.521
H 4.05 2.33 -1.04 0.405
H 3.32 -2.43 -5.53 0.318
H 3.39 -0.86 2.39 0.324
H 0.17 1.98 -6.11 0.439
H 2.75 -1.88 -2.02 -0.140
H -3.15 2.65 -5.79 0.259
H 3.02 -0.72 -3.28 0.366
H -2.89 2.62 -1.65 0.204
H -2.53 -4.79 -1.61 0.440
H 3.22 -5.27 0.29 0.419
H -1.11 3.72 5.33 0.323
H 4.10 -0.93 3.91 0.384
H 2.59 -4.98 1.83 0.251
H -0.53 1.40 3.84 -0.160
H 2.44 -1.17 5.93 0.554
H -2.29 1.85 -0.21 -0.004
H -2.91 0.77 -4.76 0.404
H 2.81 1.57 1.84 0.211
H -2.71 -3.33 2.15 0.311
H 6.18 3.64 2.94 0.310
H 0.51 -5.73 0.62 0.336
H 0.80 -1.28 -3.25 0.014
H -3.83 1.75 3.27 0.232
H -0.53 1.12 -1.56 -0.455
H 5.85 5.35 2.70 0.319
H 1.21 5.37 -4.26 0.292
H 2.37 2.59 -0.30 0.199
H -0.31 -5.09 -2.62 0.222
H -4.92 -3.51 0.33 0.357
H -3.27 -1.54 0.92 -1.070
H -6.12 -2.46 1.08 0.355



53
Properties=species:S:1:pos:R:3:nbo_charge:R:1 method="wB97M-V/def2-TZVPD" lumo_energy_ev=0.16 e_homo_ev=-10.3 smiles="CCCCCC(=O)O.O.O.O.O.O.O.O.O.O.O.O" spin_multiplicity=1 e_above_lowest_ev=0.083 fmax_ev_per_a=2.6
O -1.75 1.78 2.35 -0.956
O -1.76 -2.37 2.47 -0.962
O 1.09 -2.09 1.25 -0.970
O -1.61 -3.40 0.10 -0.978
O 0.97 1.37 4.24 -0.964
O 0.03 2.94 -0.73 -0.696
O 3.51 -0.42 -0.28 -0.979
O 2.54 -0.19 2.57 -0.933
O 3.08 2.04 -1.74 -0.962
O 0.34 1.46 0.91 -0.657
O -3.23 -0.27 1.20 -0.941
O -0.49 -0.87 4.62 -0.976
O 1.88 -3.07 -1.37 -0.958
C -1.94 1.62 -2.00 -0.394
C -1.35 0.97 -0.73 -0.572
C -0.82 0.20 -3.88 -0.408
C -1.36 1.53 -3.43 -0.403
C 0.66 -0.04 -3.52 -0.608
C -0.30 1.81 -0.07 0.836
H -1.76 0.92 2.78 0.493
H 2.98 0.66 2.51 0.473
H 1.31 0.70 -4.00 0.183
H 1.66 -0.08 2.18 0.496
H 3.45 0.53 -0.48 0.484
H 0.25 -1.85 0.84 0.488
H 0.89 3.23 -0.40 0.500
H 1.26 -3.03 1.29 0.498
H 2.27 1.80 -2.21 0.488
H -1.72 -3.90 0.91 0.495
H -1.23 2.42 2.81 0.465
H -1.28 -0.71 -3.46 0.200
H 1.03 2.31 4.04 0.482
H -0.04 -1.56 4.13 0.458
H -1.64 -1.99 3.35 0.495
H -2.18 1.75 -4.12 0.211
H 3.07 -0.44 0.58 0.477
H 2.73 -2.81 -1.75 0.473
H -2.08 -3.81 -0.63 0.484
H 1.03 -1.06 -3.55 0.232
H 0.06 -0.06 4.50 0.503
H -1.99 2.70 -1.83 0.222
H -2.77 -1.10 1.00 0.485
H 3.77 2.11 -2.40 0.484
H -2.99 1.37 -2.12 0.202
H 1.95 -2.69 -0.48 0.476
H -0.88 0.00 -0.93 0.228
H -0.98 -2.05 2.01 0.457
H 0.75 0.15 -2.44 0.185
H -0.88 0.01 -4.96 0.203
H -4.12 -0.63 1.11 0.468
H -2.28 0.84 -0.17 0.319
H -0.61 2.30 -3.60 0.196
H 1.47 0.96 3.51 0.477